C22H43N2P3SW as an isolated structure at a distorted geometry. Source: the Open Molecules 2025 dataset; level of theory: the ωB97M-V functional and the def2-TZVPD basis.

Its energy above the lowest of the compared OMol25 structures with the same formula, charge and spin is 97.5 kcal/mol. The calculation puts the LUMO energy (alpha / beta) at -13.88 / -14.34 eV. The gap between HOMO and LUMO (alpha / beta) is 6.011 / 5.532 eV. The net charge is +4. The spin multiplicity is 3. The calculation puts the strongest force on any atom at 7.101 eV Å⁻¹.

Each line ends with the Mulliken spin population.
Geometry (Å):
W  0.30153  0.06832  -0.27624  1.8763
P  -1.31833  -1.14124  1.55533  -0.0280
P  2.03265  -1.36775  -0.21273  -0.0819
P  -0.98250  -1.29725  -1.83684  -0.1595
H  -0.58041  2.79172  0.69251  0.0010
C  -1.51281  2.19156  0.85402  0.0508
C  -2.03292  1.97740  2.08888  0.0198
H  -1.52716  2.35875  2.97152  0.0001
C  -1.52506  -0.63754  3.31283  0.0042
C  -0.92856  -2.93294  1.96246  0.0148
C  -3.11338  -1.31898  1.19724  -0.0074
C  3.13462  -0.34544  -1.24975  0.0389
C  3.19743  -1.75871  1.15743  0.0185
C  2.05019  -3.08972  -0.88990  0.0563
C  -2.74913  -0.77091  -2.15002  0.0248
C  -1.40846  -3.02522  -1.44064  0.0145
C  -0.32764  -1.57870  -3.58720  0.0181
H  -2.01411  1.64680  -0.01462  -0.0169
H  -3.00440  1.45295  2.17545  0.0020
H  -1.61262  0.44211  3.40505  0.0002
H  -0.72014  -0.94350  3.99192  -0.0027
H  -2.46228  -1.05074  3.70335  -0.0022
H  0.03503  -3.10135  2.45791  0.0006
H  -0.93219  -3.59660  1.09718  -0.0043
H  -1.67852  -3.27550  2.68464  -0.0014
H  -3.51697  -0.36447  0.83963  0.0016
H  -3.60396  -1.58643  2.14508  -0.0013
H  -3.33512  -2.12060  0.47639  0.0001
H  4.02167  -0.95989  -1.46936  0.0124
H  3.42834  0.55379  -0.68172  -0.0058
H  2.67250  -0.06051  -2.20593  0.0087
H  4.07541  -2.26784  0.73576  -0.0020
H  2.75350  -2.43632  1.89916  -0.0008
H  3.54753  -0.84929  1.66420  0.0032
H  3.08042  -3.47484  -0.80441  0.0025
H  1.72967  -3.14491  -1.94043  -0.0034
H  1.41280  -3.73789  -0.26962  -0.0050
H  -3.10158  -1.25963  -3.07543  0.0016
H  -2.87230  0.31694  -2.24823  -0.0015
H  -3.39570  -1.10029  -1.32523  -0.0033
H  -1.90311  -3.45867  -2.31853  -0.0015
H  -2.10788  -3.08627  -0.60024  -0.0006
H  -0.52773  -3.62414  -1.20364  -0.0036
H  -1.09426  -1.25449  -4.31712  0.0007
H  -0.08631  -2.65638  -3.76159  -0.0016
H  0.59036  -1.00124  -3.79975  -0.0016
C  -0.32280  3.19035  -3.19525  0.0601
C  0.37343  3.23372  -4.39216  -0.0119
C  -0.08857  4.05637  -5.43433  0.0046
C  -1.25492  4.79602  -5.24416  -0.0060
C  -1.89711  4.83330  -4.00909  0.0015
C  -1.41126  4.00376  -2.97077  0.0148
S  0.11037  1.72452  -1.64561  0.0510
H  1.49163  0.94462  -1.64568  0.0049
H  1.29704  2.67446  -4.52403  0.0007
H  0.44711  4.13837  -6.37286  0.0001
H  -1.67524  5.35846  -6.05699  0.0000
H  -2.75223  5.48313  -3.83419  0.0000
H  -1.88273  4.05130  -1.97969  0.0019
N  2.72515  0.85272  5.75322  0.0329
C  2.19463  0.68368  4.49537  0.0146
C  2.16210  1.70585  3.54041  0.0027
C  1.68218  1.47713  2.25216  0.0203
N  1.17066  0.27494  1.82167  -0.0295
C  1.24213  -0.71205  2.79535  -0.0099
C  1.67486  -0.57100  4.09276  0.0096
H  3.12806  1.73407  6.06340  -0.0012
H  2.73401  0.11144  6.44172  -0.0012
H  2.53901  2.69113  3.78507  -0.0010
H  1.69332  2.27316  1.50636  0.0031
H  0.91337  -1.72077  2.56122  0.0040
H  1.61773  -1.41282  4.80734  -0.0015

Atoms 1-6, force components in eV/Å:
-3.74 0.40 6.02
-0.88 -2.05 0.81
4.22 -4.00 -0.46
-1.99 -2.10 -2.37
-1.20 -0.49 0.23
-0.06 -1.10 0.25



C22H43NO8Rb as an isolated structure at a distorted geometry. Source: the Open Molecules 2025 dataset; level of theory: the ωB97M-V functional and the def2-TZVPD basis.

Its energy above the lowest of the compared OMol25 structures with the same formula, charge and spin is 76.3 kcal/mol. The calculation puts the LUMO energy at -0.18 eV. The gap between HOMO and LUMO is 1.048 eV. The net charge is -1. The calculation puts the strongest force on any atom at 4.892 eV Å⁻¹.

Each line ends with the Mulliken charge.
Geometry (Å):
Rb  2.63977  -6.11030  -5.96896  0.8057
O  0.57953  -1.98893  -3.18110  -0.4288
C  -0.08209  -1.64022  -4.27516  0.6364
O  -0.18522  -2.42307  -5.22078  -0.7823
O  -0.47697  -0.45804  -4.40630  -0.7339
H  0.47500  -1.13372  -2.75767  0.3258
C  3.42425  3.83574  3.02096  -1.8923
C  1.88222  3.46194  3.10637  1.7006
C  1.23144  3.76332  4.49769  -1.4460
C  1.02547  5.17202  4.81021  -0.7504
C  0.43571  5.97310  3.64079  -1.0636
C  0.98697  5.65627  2.19967  1.7163
N  1.09849  4.17333  2.07776  0.3358
O  1.14213  3.69114  0.78532  -0.8412
C  2.30868  6.47501  1.99974  -2.0479
C  -0.04162  6.24130  1.19493  -1.9391
C  1.71320  1.92659  2.98988  -1.8910
H  3.76385  4.11374  4.01871  0.2407
H  3.80537  4.36106  2.14523  0.3875
H  3.89487  2.88814  2.75895  0.5645
H  1.79139  3.26922  5.29168  0.4268
H  0.31748  3.18022  4.61078  0.4635
H  1.99122  5.54723  5.14878  0.2970
H  0.41371  5.24463  5.70941  0.4122
H  0.69793  6.97863  3.96983  0.2767
H  -0.65388  5.97046  3.67052  0.4560
H  2.90406  6.14750  1.14747  0.4120
H  3.03776  6.29087  2.78883  0.4785
H  2.24897  7.54990  1.82908  0.3699
H  0.46703  6.53049  0.27529  0.4079
H  -0.42558  7.20212  1.53773  0.4347
H  -0.80637  5.49472  0.98076  0.4106
H  0.65255  1.67538  2.98886  0.4754
H  2.25384  1.43539  3.79891  0.4109
H  2.16367  1.57589  2.06133  0.3686
C  5.87388  -2.90199  -0.44797  -1.0322
C  5.38472  -4.27261  0.10263  0.7134
O  4.93712  -5.20035  -0.58020  -0.5851
C  5.37976  -4.44203  1.64997  -0.9386
H  5.40376  -2.59257  -1.38143  0.3301
H  6.90338  -3.07084  -0.76374  0.2992
H  5.93392  -2.04364  0.22116  0.3153
H  5.10994  -5.49196  1.76374  0.2892
H  4.58941  -3.88441  2.15246  0.2954
H  6.38481  -4.28096  2.03991  0.3132
C  -3.92320  -0.09360  0.26893  -1.0618
C  -4.95430  0.77647  0.92475  0.8481
O  -6.02148  1.00224  0.38931  -0.5820
C  -4.59377  1.35049  2.21684  -1.0026
H  -2.99859  0.47278  0.15751  0.3311
H  -4.31631  -0.40150  -0.69997  0.2864
H  -3.71251  -0.95310  0.90532  0.3090
H  -4.25705  0.44832  2.72755  0.2934
H  -5.48167  1.74925  2.70747  0.2801
H  -3.84710  2.14378  2.18117  0.2979
C  0.51853  -9.42512  0.17860  -1.0313
C  0.13964  -8.44985  -0.92957  0.7773
O  0.38500  -8.69065  -2.09537  -0.5833
C  -0.46763  -7.15236  -0.47256  -1.0119
H  1.45687  -9.07733  0.61063  0.2749
H  0.84449  -10.32243  -0.34741  0.3016
H  -0.26813  -9.60753  0.91071  0.3481
H  0.36088  -6.46416  -0.30513  0.2680
H  -0.95518  -7.24071  0.49830  0.3150
H  -0.94457  -6.66785  -1.32455  0.3440
C  -6.76363  -1.26995  -6.42613  -1.0315
C  -6.07713  -0.11318  -7.13267  0.7855
O  -6.19778  1.04586  -6.67203  -0.5761
C  -5.11022  -0.51211  -8.22621  -0.9958
H  -7.45028  -1.76961  -7.10947  0.3121
H  -7.19524  -0.85373  -5.51587  0.2856
H  -5.97115  -1.91052  -6.03914  0.3285
H  -4.47981  0.29323  -8.60318  0.2839
H  -5.74580  -0.88176  -9.03088  0.3051
H  -4.54839  -1.31505  -7.74898  0.3033

Atoms 1-6, force components in eV/Å:
-0.32 0.40 0.25
0.59 -0.42 1.77
-1.24 2.03 -4.28
0.41 -3.02 -0.59
0.04 0.57 1.83
0.43 0.35 1.06



A 13-piece molecular cluster, C22H44B2Cl24F5NO7S overall at a distorted geometry. Source: the Open Molecules 2025 dataset; level of theory: the ωB97M-V functional and the def2-TZVPD basis.

The calculation puts the LUMO energy at -0.54 eV. The gap between HOMO and LUMO is 9.488 eV. The calculation puts the strongest force on any atom at 9.421 eV Å⁻¹.

Each line ends with the Mulliken charge.
Geometry (Å):
C  -3.84062  2.09560  -0.45688  -0.5898
C  -3.36433  0.58496  -0.03760  0.3587
B  -2.35253  -0.13402  -1.16678  -0.1445
O  -3.02555  -1.21761  -1.96788  -0.5700
C  -0.75144  0.27821  -1.34612  0.2237
C  -0.17158  0.42382  0.21671  -1.2307
C  -0.30931  -0.93151  1.11261  0.3081
C  1.22574  -1.25576  1.69438  -0.4613
O  -1.14079  -0.76354  2.35107  -0.3088
O  -0.56266  1.64539  -1.91628  -0.2908
C  -1.39130  1.86651  -3.10263  0.0171
C  -0.62168  3.07511  -3.96858  -0.5763
N  -1.13293  3.19108  -5.39421  -0.3612
B  0.00248  2.93405  -6.38485  0.5290
O  1.23710  3.73335  -6.51318  -0.4616
O  -0.14760  1.74107  -7.26017  -0.5804
S  0.24156  -0.89109  -2.41185  1.0731
O  0.75768  -2.17439  -1.65094  -0.4470
O  -0.51986  -1.45081  -3.65835  -0.6076
C  1.83094  -0.11169  -3.13238  0.4535
F  1.56090  0.73478  -4.32683  -0.2224
F  2.61361  -1.29510  -3.65329  -0.2225
C  2.78347  0.58650  -1.99613  0.4862
F  4.14958  0.71838  -2.62904  -0.2719
F  3.00966  -0.32687  -0.81415  -0.1850
F  2.39210  1.96237  -1.60564  -0.1854
H  -4.74237  2.41100  0.22305  0.1400
H  -2.97107  2.87689  -0.25335  0.2721
H  -4.22183  2.17481  -1.58269  0.2227
H  -2.88616  0.65290  1.02767  -0.2744
H  -4.36230  -0.06369  0.05122  0.3612
H  -3.55138  -0.81763  -2.72157  0.3148
H  -0.78575  1.29134  0.75914  0.3984
H  0.93422  0.81229  0.15677  0.4449
H  -0.62857  -1.89894  0.53967  0.1599
H  1.20866  -1.83416  2.71656  0.3637
H  1.88384  -0.29188  1.78436  0.1735
H  1.75589  -1.95868  0.91114  -0.2376
H  -0.99506  -1.55259  2.95215  0.3287
H  -2.46603  2.33235  -2.87002  -0.1890
H  -1.47333  0.96594  -3.84346  0.3295
H  -0.96074  4.08168  -3.42341  0.3428
H  0.54336  3.03702  -3.86675  0.1948
H  -1.34770  4.22398  -5.52377  0.3020
H  2.01848  3.10029  -6.59515  0.2649
H  0.54598  1.09089  -6.88527  0.2938
C  2.69456  -4.67860  -0.91481  0.3177
Cl  2.47026  -4.35912  0.80931  -0.1435
Cl  2.62232  -6.41175  -1.25525  -0.1442
H  1.90526  -4.17250  -1.47600  0.0655
H  3.67032  -4.29571  -1.22350  -0.0566
C  -3.52050  0.17736  4.48839  -0.1831
Cl  -4.41911  0.47589  2.99562  -0.1005
Cl  -2.58351  1.59955  4.96205  -0.1022
H  -4.22666  -0.06542  5.28618  0.2365
H  -2.83857  -0.66186  4.33127  0.1472
C  0.24553  4.46962  5.85231  -0.2372
Cl  -1.36735  4.17713  6.51415  -0.1380
Cl  0.17975  4.71996  4.10362  -0.1496
H  0.66727  5.36067  6.32375  0.2326
H  0.87919  3.60505  6.06441  0.2850
C  6.93801  -4.54886  -1.28193  -0.3528
Cl  5.74600  -5.12573  -2.45295  -0.0583
Cl  8.08267  -5.82723  -0.85711  -0.1699
H  7.48677  -3.70992  -1.71681  0.4049
H  6.41889  -4.22125  -0.37795  0.2173
C  -5.46169  5.44500  -1.26593  -0.2228
Cl  -6.53488  4.56976  -0.16719  -0.1491
Cl  -3.97705  5.94071  -0.44434  -0.1479
H  -5.20381  4.79406  -2.10488  0.1938
H  -5.97846  6.33449  -1.63438  0.3228
C  -7.88135  0.42604  5.17100  -0.1966
Cl  -9.07337  -0.15083  3.99998  -0.1596
Cl  -6.73669  -0.85232  5.59581  -0.1458
H  -7.33259  1.26498  4.73611  0.1763
H  -8.40047  0.75365  6.07498  0.3348
C  8.34404  -4.57059  2.44455  0.1372
Cl  7.16859  -4.40865  3.75492  -0.1632
Cl  8.69393  -3.00284  1.70654  -0.1541
H  9.26983  -4.98908  2.84686  0.3159
H  7.93724  -5.23975  1.68249  -0.1604
C  4.59627  -7.20322  3.06541  -0.2712
Cl  5.22184  -6.69835  1.49100  -0.0396
Cl  2.85568  -6.91662  3.17993  -0.1481
H  4.79089  -8.27002  3.20005  0.3023
H  5.10289  -6.63404  3.84859  0.1662
C  4.35822  -5.96065  -6.24140  -0.3004
Cl  3.18277  -5.79871  -4.93102  -0.0948
Cl  4.70811  -4.39291  -6.97941  -0.1571
H  5.28401  -6.37915  -5.83909  0.2401
H  3.95141  -6.62981  -7.00345  0.3193
C  -0.91794  5.61369  10.35468  -0.2622
Cl  -0.29237  6.11856  8.78027  -0.1236
Cl  -2.65854  5.90029  10.46920  -0.1477
H  -0.72332  4.54689  10.48932  0.2357
H  -0.41132  6.18287  11.13786  0.3035
C  1.98273  7.26189  -7.28546  -0.1910
Cl  0.80728  7.42383  -5.97509  -0.1496
Cl  2.33263  8.82964  -8.02347  -0.1676
H  2.90852  6.84340  -6.88315  0.2608
H  1.57593  6.59273  -8.04752  0.2321
C  -6.96970  -3.85690  3.12513  -0.3006
Cl  -7.54933  -3.76258  1.45775  -0.1613
Cl  -5.48015  -2.92823  3.33424  -0.0608
H  -7.73649  -3.45447  3.79158  0.2154
H  -6.77518  -4.90260  3.37545  0.3091

Atoms 1-6, force components in eV/Å:
-0.07 0.52 0.25
-0.30 0.23 -0.05
-3.10 -1.81 -0.78
1.35 3.33 0.45
0.41 2.60 2.13
-0.27 0.31 0.07